Entry 1:
ORCA calculation (ωB97M-V with the def2-TZVPD basis set) on a 2-piece molecular cluster, CH4ClN2O overall in a non-equilibrium geometry.

Structure (ORCA input):
```
! RIJCOSX wB97M-V def2-TZVPD def2/J DEFGRID3
* xyz -1 1
Cl -0.860 1.186 3.229
C 0.022 0.304 -0.092
O -0.132 1.449 0.332
N 1.200 -0.323 -0.102
N -0.902 -0.313 -0.853
H 2.097 0.115 -0.014
H 1.133 -1.226 -0.535
H -0.729 -1.270 -1.102
H -1.828 0.078 -0.863
*
```

Values from the calculation:
* Kohn-Sham gap: 6.196 eV
* E_LUMO: 3.43 eV

Charges in e, computed with natural (NBO), in the same order as the atoms: number 1, Cl, carries -0.9951; number 2, C, carries 0.7590; number 3, O, carries -0.6060; number 4, N, carries -0.8329; number 5, N, carries -0.8502; number 6, H, carries 0.4062; number 7, H, carries 0.3505; number 8, H, carries 0.3593; number 9, H, carries 0.4089

Entry 2:
ORCA calculation (ωB97M-V with the def2-TZVPD basis set) on CH5N3S as an isolated structure in a non-equilibrium geometry.

Structure (ORCA input):
```
! RIJCOSX wB97M-V def2-TZVPD def2/J DEFGRID3
* xyz 0 1
C 0.010 0.464 -0.399
H -1.704 -0.482 0.149
H -1.429 0.043 -1.941
H 0.825 2.042 -1.573
H 1.469 0.189 0.755
H 0.217 -1.705 2.382
N -1.074 -0.078 -0.687
N 0.753 1.417 -0.589
N 0.384 -0.088 0.795
S 0.550 -1.801 1.109
*
```

Values from the calculation:
* Kohn-Sham gap: 9.245 eV
* E_LUMO: 0.45 eV

Charges in e, computed with natural (NBO), in the same order as the atoms: number 1, C, carries 0.4935; number 2, H, carries 0.4487; number 3, H, carries 0.4043; number 4, H, carries 0.3562; number 5, H, carries 0.4187; number 6, H, carries 0.1085; number 7, N, carries -0.8083; number 8, N, carries -0.7723; number 9, N, carries -0.7682; number 10, S, carries 0.1189

Here are the calculated energy relative to the best compared isomer or geometry (same formula, charge and spin) numbers, same order: 25.6, 92.5 (kcal per mole).
Here are the calculated molecular weight numbers, same order: 95.5, 91.1 (g mol⁻¹).
Here are the calculated DFT total energy numbers, same order: -18653.9048, -16419.3092 (eV).